Molecular formula: C2H8NOPS2
Method: DFT, ωB97M-V/def2-TZVPD

Properties
Relative energy (zero: lowest compared OMol25 entry of this formula, charge and spin), kcal/mol: 75.01
Largest force on an atom, eV Å⁻¹: 3.75
Gap between HOMO and LUMO, eV: 7.13
Calculated total energy, eV: -36699.068
Charge: 0

Geometry (Å):
C: 0.363 2.172 -0.056
C: 1.217 -2.178 -2.424
N: -0.488 -1.212 1.494
O: 1.610 1.560 -0.638
P: 1.448 1.100 -2.179
S: 3.256 0.626 -2.762
S: 0.214 -1.196 -1.602
H: 0.359 3.273 -0.228
H: 0.524 1.971 0.920
H: -0.523 1.710 -0.508
H: 2.213 -1.942 -2.898
H: 1.014 -3.220 -2.829
H: 0.519 -1.306 1.532
H: -0.688 -2.165 1.505
H: -1.048 -0.613 2.126

Molecular formula: C2H8NOS
Method: DFT, ωB97M-V/def2-TZVPD

Properties
Relative energy (zero: lowest compared OMol25 entry of this formula, charge and spin), kcal/mol: 44.35
Largest force on an atom, eV Å⁻¹: 2.99
Gap between HOMO and LUMO, eV: 6.09
Calculated total energy, eV: -16575.905
Charge: -1

Geometry (Å):
C: -1.522 1.281 -0.777
S: -0.312 2.681 -0.870
H: -1.982 1.118 -1.747
H: -1.024 0.386 -0.411
H: -2.323 1.563 -0.049
H: 0.773 1.840 -0.605
N: 0.243 -1.471 1.273
C: 1.155 -1.061 0.133
O: 2.350 -1.417 0.304
H: 0.259 -2.538 1.286
H: 0.730 -1.146 2.146
H: 0.602 -1.341 -0.819
H: 1.051 0.104 0.136

Molecular formula: C2H8NOS
Method: DFT, ωB97M-V/def2-TZVPD

Properties
Relative energy (zero: lowest compared OMol25 entry of this formula, charge and spin), kcal/mol: 4.30
Largest force on an atom, eV Å⁻¹: 1.19
Gap between HOMO and LUMO, eV: 6.84
Calculated total energy, eV: -16577.642
Charge: -1

Geometry (Å):
C: 1.198 0.577 1.150
C: 0.665 -0.155 -0.089
S: -0.909 0.632 -0.616
N: 0.285 0.851 2.297
H: 1.515 1.541 0.757
H: 2.024 -0.034 1.547
H: 0.509 -1.235 0.011
H: 1.457 -0.009 -0.833
H: 0.291 -0.021 2.810
H: -0.626 0.961 1.838
H: -2.600 -1.026 -3.606
H: -1.746 -0.658 -2.355
O: -2.063 -1.423 -2.913

What did the third record say?
Molecular formula: C2H8NOS
Method: DFT, ωB97M-V/def2-TZVPD

Properties
Relative energy (zero: lowest compared OMol25 entry of this formula, charge and spin), kcal/mol: 4.30
Largest force on an atom, eV Å⁻¹: 1.19
Gap between HOMO and LUMO, eV: 6.84
Calculated total energy, eV: -16577.642
Charge: -1

Geometry (Å):
C: 1.198 0.577 1.150
C: 0.665 -0.155 -0.089
S: -0.909 0.632 -0.616
N: 0.285 0.851 2.297
H: 1.515 1.541 0.757
H: 2.024 -0.034 1.547
H: 0.509 -1.235 0.011
H: 1.457 -0.009 -0.833
H: 0.291 -0.021 2.810
H: -0.626 0.961 1.838
H: -2.600 -1.026 -3.606
H: -1.746 -0.658 -2.355
O: -2.063 -1.423 -2.913